Computed, not measured: C29H47Cl2N2PRuS as an isolated structure in a non-equilibrium geometry, with ωB97M-V/def2-TZVPD.

Output
**Total energy**: -2997.50426 hartree
**Frontier orbital gap (alpha / beta)**: 5.30 / 5.67 eV

The geometry in ORCA input format:
```
! RIJCOSX wB97M-V def2-TZVPD def2/J DEFGRID3
* xyz 0 5
C -1.8006 0.0486 -1.8385
H -2.4271 0.1827 -0.9286
H 0.3175 -0.2135 -4.0457
C 1.3537 4.4549 -0.7257
N 1.2776 0.5779 5.4274
H -2.1916 2.6353 -0.5776
H 2.1751 0.4673 -1.6867
C 2.8703 -1.4892 -4.0954
H -0.0642 -6.8607 1.0289
H -1.4502 -2.3193 0.6639
H 3.2486 0.6265 -3.8837
H 1.5404 -1.7824 -0.8773
H 1.4649 2.5734 0.3684
C 0.1850 5.1380 0.0033
H 0.3490 5.0552 1.0903
H -1.9615 4.9454 0.3232
H -1.1757 -1.6079 -3.0626
P -0.1419 0.5847 -1.1785
C -0.0531 2.0737 6.8134
C -1.2621 1.2050 6.5519
H 3.6642 -1.4557 -2.0804
C 2.8436 -1.9408 -2.6276
C 1.2872 2.9220 -0.6618
H -0.0560 2.9401 6.1163
C 2.4723 -0.0172 -4.3160
H -0.2233 2.7631 -2.2387
C -0.4229 -2.2010 1.1265
N -1.0597 0.4224 5.3225
H -1.8429 -0.0050 4.8563
H -2.2541 1.9858 -2.7060
S 0.3428 -1.6186 4.2101
H 1.3997 0.6315 7.5379
H 3.8763 -1.6443 -4.4974
H -4.0105 1.0894 -4.2418
H -0.1239 2.4796 7.8308
H -4.3545 0.8264 -2.5181
C -3.7122 0.5224 -3.3526
C 1.8140 -5.8490 1.1689
C 0.1843 0.0115 4.9474
H -1.4100 -4.7549 0.9055
H 2.1545 0.1875 5.0727
H 2.3699 0.2191 -5.3815
Ru 0.0283 -0.7712 2.2435
Cl -2.0561 0.1919 1.9040
H 2.2105 -2.4490 1.2317
H -1.0731 2.6595 0.7675
H -1.4234 0.5082 7.3985
C 1.5282 -1.5486 -1.9496
H 2.1766 -2.1246 -4.6660
H 0.1786 6.2019 -0.2451
C -0.0792 2.4343 -1.1851
H -1.4467 4.8136 -1.3665
H 2.1138 2.5109 -1.2625
C 1.1624 0.3434 -3.6103
C -2.2816 0.9245 -2.9845
C -3.8694 -0.9920 -3.5725
H 1.3165 4.7354 -1.7864
H -3.8311 -1.7503 -1.5466
C 1.2682 1.3341 6.6921
H -1.5939 0.7787 -3.8316
H 2.1246 2.0246 6.6578
H -4.9371 -1.2242 -3.6504
C 0.4280 -5.8986 1.0554
H 0.6978 -2.1179 -2.3792
C -0.3171 -4.7339 0.9685
C 1.3038 -0.0406 -2.1534
C -1.1863 4.5313 -0.3373
H 2.9900 -3.0299 -2.5460
H 2.4084 -6.7633 1.2264
Cl 2.0573 0.1947 1.6249
C -3.2506 -1.8644 -2.4723
H 2.3125 4.8097 -0.3237
C 1.7444 -3.4293 1.1461
H -3.2673 -2.9265 -2.7486
C 2.4714 -4.6041 1.1994
C 0.3461 -3.4902 1.0376
H -3.3972 -1.2561 -4.5318
C -1.8091 -1.4424 -2.1794
H -1.3900 -2.0194 -1.3426
H 0.9541 1.4179 -3.7140
H 3.5585 -4.5464 1.2634
H -2.1682 1.8017 6.4000
C -1.1957 2.9963 -0.2749
*
```


Computed, not measured: one molecule with the formula C5H7N in a non-equilibrium geometry, with ωB97M-V/def2-TZVPD.

Output
**Total energy**: -249.30871 hartree
**Frontier orbital gap**: 10.27 eV

The geometry in ORCA input format:
```
! RIJCOSX wB97M-V def2-TZVPD def2/J DEFGRID3
* xyz 0 1
H -2.2188 -0.0593 -0.4114
C 1.1338 -0.5707 -0.1838
H -0.7580 1.8727 0.4146
H 1.2639 0.6527 1.8277
C 0.0940 1.2801 -0.0614
C -1.2450 -0.4495 -0.0874
H -1.3424 -1.5192 0.1408
H -0.1289 -0.0422 -2.0433
H 1.1612 -1.6485 0.0240
C 0.7165 0.3811 0.9316
H 2.0773 -0.2495 -0.6322
C -0.0797 -0.0039 -0.9536
N -0.7411 0.3457 1.0702
*
```


Computed, not measured: C2H4N2OS as an isolated structure in a non-equilibrium geometry, with ωB97M-V/def2-TZVPD.

Output
**Total energy**: -661.51929 hartree
**Frontier orbital gap**: 10.38 eV

The geometry in ORCA input format:
```
! RIJCOSX wB97M-V def2-TZVPD def2/J DEFGRID3
* xyz 0 1
H 4.0123 -0.8628 -0.0788
N -1.1933 -1.3522 0.0395
S 0.1884 -0.5170 0.1222
H 3.6863 0.7234 0.3124
C -2.1956 -0.4964 -0.1184
H -2.2834 1.7996 -0.0159
O 3.3406 -0.1172 -0.0859
N -0.5407 0.9795 0.1315
H -3.2100 -0.9811 -0.2966
C -1.8045 0.8241 -0.0099
*
```


Computed, not measured: an isolated ion of composition C5H13B2F2O2 and charge -1, with ωB97M-V/def2-TZVPD.

Output
**Total energy**: -598.35276 hartree
**Frontier orbital gap**: 8.22 eV

The geometry in ORCA input format:
```
! RIJCOSX wB97M-V def2-TZVPD def2/J DEFGRID3
* xyz -1 1
H 1.6676 2.9565 0.1108
H 1.7254 1.5170 1.0870
C 0.6980 -1.0707 0.4355
H -2.4628 1.5815 1.1810
H 2.8620 -1.1076 0.4370
B -2.5258 -0.1280 0.2643
H -1.7289 -1.5896 -1.0606
F 2.6112 1.4051 -0.7417
C 0.2151 1.4829 -0.4482
H 2.0859 -2.6886 0.3620
C -1.6477 -0.5158 -0.9268
O -2.8951 -1.0624 1.2489
H -0.5004 1.9437 0.2390
C 2.0266 -1.6612 0.0245
O -2.9921 1.1915 0.4674
C 1.5748 1.8686 0.0696
B -0.0424 -0.1279 -0.7221
H 0.8424 -0.5102 1.3607
H 0.5127 -0.3873 -1.7874
H 0.0969 1.9963 -1.3994
H 2.1418 -1.6611 -1.0523
F -0.1268 -2.1858 0.8326
H -2.1667 -1.1778 1.8792
H -1.9718 -0.0689 -1.8611
*
```


Computed, not measured: one molecule with the formula C9H9BO3S2 in a non-equilibrium geometry, with ωB97M-V/def2-TZVPD.

Output
**Total energy**: -1395.19753 hartree
**Frontier orbital gap (alpha / beta)**: 6.67 / 7.37 eV

The geometry in ORCA input format:
```
! RIJCOSX wB97M-V def2-TZVPD def2/J DEFGRID3
* xyz 0 1
B -2.3581 -0.9139 0.8303
H -2.2446 -1.7535 -1.9350
O -3.3003 -1.8302 0.5437
S 2.8020 -0.6639 -0.8311
H 4.5764 -0.6358 0.7320
O -4.6622 0.9398 -0.1682
H -3.1346 2.3598 -0.5839
C -0.1946 -0.7387 -1.6301
C -3.4982 1.2669 -0.2258
O -1.3353 -1.1255 1.7122
C 2.1301 1.3529 0.7426
H 3.9220 1.8803 1.5273
H -1.2474 -1.9114 2.2943
C 3.4268 1.2628 0.7822
H -3.0548 -2.7418 0.5802
H 0.5826 -1.1449 -2.0883
S -0.9876 1.4397 -0.1133
H 4.8561 0.5907 -0.7403
C -2.3436 0.4493 0.0709
C 4.1466 0.1988 0.0605
C -1.4221 -0.9930 -1.8843
C 0.2404 0.3390 -0.6912
H 1.5667 2.0293 1.3061
C 1.5339 0.3432 -0.2908
*
```


Computed, not measured: a 2-piece molecular cluster, C6H14N2O2 overall in a non-equilibrium geometry, with ωB97M-V/def2-TZVPD.

Output
**Total energy**: -497.00737 hartree
**Frontier orbital gap**: 9.66 eV

The geometry in ORCA input format:
```
! RIJCOSX wB97M-V def2-TZVPD def2/J DEFGRID3
* xyz 0 1
H -2.5954 -1.2010 -2.2591
C -1.2670 -0.1667 3.0650
H -0.9601 0.3016 4.0025
H -2.2827 0.2154 2.8997
H 1.0586 2.5168 1.3168
H 2.6479 1.6373 1.4202
H 2.2236 -1.4640 -3.1291
H -1.3409 -1.2176 3.3682
C -0.3794 0.1858 1.9548
H -2.3540 -0.1691 -0.8077
H 1.4254 0.3105 3.0390
C 1.5706 1.5479 1.3552
H 2.2443 0.0515 -2.2097
O -0.7586 0.3798 0.8062
C -1.9931 -0.3685 -1.8316
H 1.7642 -1.5557 -1.4815
H -0.2938 -0.7476 -0.8643
C 1.7152 -0.8863 -2.3484
H 1.2874 1.2024 0.3457
O -0.0407 -0.2657 -3.9030
H -2.1661 0.5242 -2.4366
N 0.8525 0.7168 2.3159
C 0.2942 -0.6155 -2.7980
N -0.6521 -0.9323 -1.8202
*
```


Computed, not measured: C37H67AsCaClFN4Si4 as an isolated structure, with ωB97M-V/def2-TZVPD.

Output
**Total energy**: -6300.73355 hartree
**Frontier orbital gap**: 6.26 eV

The geometry in ORCA input format:
```
! RIJCOSX wB97M-V def2-TZVPD def2/J DEFGRID3
* xyz -2 1
H -0.7251 -0.1272 -4.0258
H 0.9019 1.6703 5.5256
H 3.6756 -2.5239 -0.6879
H -2.5200 -6.2936 -2.2514
H -2.0796 -0.7475 -0.2896
H 2.9292 4.5703 1.9048
H 3.7386 3.5209 -1.6030
C 1.4757 -1.9884 3.5337
H -4.4881 4.2577 -1.6379
C 3.3394 4.4804 0.8955
H 3.7742 -4.2850 -0.7755
C -3.5344 4.7796 -1.5146
H -3.9362 5.3157 1.1912
C -0.1576 -2.7619 5.8868
H -1.5420 3.0046 5.9337
H 0.7315 -2.1722 -3.9016
H 2.1088 -1.6389 4.3574
As 0.3626 -3.5436 -0.2340
C -3.3481 0.4763 3.0568
H -2.9579 4.6587 -2.4327
H 3.0495 5.1418 -1.8294
H -3.1118 3.8731 1.8112
C 2.2652 4.0748 -0.1103
H -1.4715 -6.6063 -0.8518
C -2.0323 2.2874 5.2666
Ca 0.4024 -0.6463 0.5008
H 0.2123 3.0387 2.5419
C -2.2465 -0.0846 7.1185
H -1.6679 -3.0891 2.2792
H -2.2168 0.6453 7.9351
Si -1.5717 -4.1692 -1.3264
H 2.5798 -5.0023 -3.8504
H 0.5933 0.6767 3.1500
C -0.2377 4.2486 -0.3392
C -0.7017 0.9341 -3.8103
C 0.9830 4.8726 0.0097
Cl 3.8015 0.2657 0.8477
H -1.2272 -3.5246 -3.7255
H 4.2892 -3.2974 -2.1594
Si -0.3330 -2.0729 4.1248
H -1.8169 -1.0214 7.4818
H 1.9876 3.0381 0.0902
H -0.5378 -4.2659 2.9345
C -1.2183 -3.4535 3.2019
H -0.5252 4.6696 -2.8632
H -3.9379 -4.4520 -0.6614
H -2.3456 6.7711 0.5361
H -0.2015 7.9039 0.9959
H 2.4034 1.2860 -0.7728
H -3.7507 5.8453 -1.3809
H 3.0256 -0.2408 -1.3325
Si -1.3217 0.5626 5.5908
C -2.1004 -0.2236 2.9824
H -4.1938 0.5008 -0.2310
H 1.9165 6.6604 0.7316
H -1.0045 1.6085 -5.8404
H 2.1004 3.7061 -2.2463
H -0.8848 4.0112 -5.1859
H -3.7158 0.7678 4.0320
H -0.2312 2.3886 1.0968
H 0.8186 -5.0816 -3.7042
H -1.8982 -2.1738 -2.8087
C 3.5534 -3.3826 -1.3519
C -1.4116 6.2437 0.3667
H 0.4283 -3.6869 5.8434
H 1.1020 0.0247 6.1163
C 1.7498 -5.0201 -3.1344
H -2.5393 3.1802 -0.4923
H -2.9112 -4.3372 0.7777
H -5.0313 1.2762 2.0384
C 0.9778 6.1817 0.4741
H 0.3398 -2.0884 6.5873
H 2.4864 -1.9364 -3.8856
C -2.7738 4.2296 -0.3064
N -0.1435 2.1986 2.0970
C -1.4469 4.9341 -0.1017
H -3.3493 -2.8762 -0.1056
H 1.7051 -1.3089 2.7082
C -0.2111 6.8818 0.6342
H -2.9453 -3.5213 -3.2988
C -0.8521 1.9008 -4.8101
H 1.8350 -5.9235 -2.5258
C -1.3075 -0.5178 4.1235
H -4.5552 3.7069 0.8061
C -0.4358 2.6702 -2.0596
C 1.5972 -2.0262 -3.2507
H -3.1078 2.3520 5.4500
H -0.7528 -6.2713 -2.4269
C -0.5063 1.3301 -2.5190
C -1.9424 -3.2576 -2.9431
C -4.0915 0.7423 1.9428
H 3.8025 5.4383 0.6358
C -0.5822 3.6168 -3.1147
H -1.8449 2.5888 4.2325
C -3.6410 4.2892 0.9516
H 1.7578 1.4165 2.2070
Si 1.8043 -3.4667 -2.0481
F -0.3536 0.3435 -1.5666
N -0.2324 2.9211 -0.7676
H -2.0128 -3.8544 3.8402
C -0.7834 3.2354 -4.4332
N -1.6969 -0.6326 1.7379
C -2.4602 -0.3787 0.6673
H 4.1274 3.7245 0.9139
C -1.5797 -6.0122 -1.7629
H 0.4767 1.2802 7.1967
C -3.0811 -3.9289 -0.2207
C 2.8207 4.1115 -1.5354
C 2.4898 0.2280 -0.5017
H -1.1421 -3.0090 6.2941
N 0.7877 1.1167 2.2522
H 1.4677 -1.0801 -2.7246
C 0.4566 0.9030 6.1682
H -3.2950 -0.2748 6.8686
C -3.6489 0.3078 0.6825
H 1.8317 -2.9778 3.2340
*
```


Computed, not measured: a 4-piece molecular cluster, CH10O3S2 overall in a non-equilibrium geometry, with ωB97M-V/def2-TZVPD.

Output
**Total energy**: -1066.13881 hartree
**Frontier orbital gap**: 8.37 eV

The geometry in ORCA input format:
```
! RIJCOSX wB97M-V def2-TZVPD def2/J DEFGRID3
* xyz 0 1
O 1.8929 0.0823 2.9593
O 0.8694 -2.0648 -4.0735
H 1.0013 0.3010 3.1940
S -0.1175 2.5014 -0.7359
H -0.8471 -2.4629 1.2443
H -1.1984 2.4521 1.4119
H -2.1392 -1.7209 0.9682
H -0.0791 -2.0028 -4.0930
H -0.8260 0.8410 0.6745
H -2.2969 2.0224 0.0980
H 2.0423 -0.8059 3.2260
O -1.3792 -1.7313 1.5784
H 1.0175 -1.5642 -4.8809
H 2.2967 1.4717 -1.1862
C -1.3517 1.7823 0.5646
S 1.1150 0.8987 -0.9497
*
```


Computed, not measured: one molecule with the formula C3H7N5 in a non-equilibrium geometry, with ωB97M-V/def2-TZVPD.

Output
**Total energy**: -392.23143 hartree
**Frontier orbital gap**: 9.32 eV

The geometry in ORCA input format:
```
! RIJCOSX wB97M-V def2-TZVPD def2/J DEFGRID3
* xyz 0 1
H -0.4475 1.6192 -1.7484
C 0.0007 0.6439 -0.0130
N 0.5123 -1.4880 0.8037
N 2.2493 -0.2134 -0.2039
H 2.3931 0.5988 -0.7830
C 0.9687 -0.4110 0.2505
H 1.2586 -2.0871 1.1588
H -2.2860 -1.6403 -0.0348
H 2.7972 -1.0264 -0.4347
H -3.3408 -0.4935 0.7585
N 0.2795 1.5832 -1.0431
H 0.4067 2.5123 -0.6542
N -2.4604 -0.7090 0.3126
N -0.9219 1.0588 1.0962
C -1.4093 0.0525 0.5348
*
```


Computed, not measured: a 11-piece molecular cluster, C44H55Cl4N9 overall in a non-equilibrium geometry, with ωB97M-V/def2-TZVPD.

Output
**Total energy**: -4043.06538 hartree
**Frontier orbital gap**: 8.61 eV

The geometry in ORCA input format:
```
! RIJCOSX wB97M-V def2-TZVPD def2/J DEFGRID3
* xyz 0 1
C -2.6263 0.8054 2.8050
H -3.9043 -4.0982 2.4229
C 2.3162 -1.3312 3.0489
H 3.2930 -3.1852 0.1338
H 3.3506 -3.6545 4.3467
N 0.0623 1.2206 5.6337
H 2.8965 -1.9484 -1.9433
H 3.4967 1.1645 1.5688
N 0.4664 -3.1319 3.2717
C -2.6763 3.9206 -2.3685
H -2.1347 1.3857 2.0382
C 2.1005 -2.5557 -1.5124
N 4.4660 -0.2486 0.3088
H 0.6746 -2.1375 -3.0555
H 4.1504 -0.6768 4.1761
C -4.4290 -3.3246 1.8821
H 1.2387 2.5281 -1.8114
H 4.7420 -2.8753 3.5161
H -1.3483 0.4539 -5.0064
C -4.5074 1.9657 -1.7421
C 3.0519 0.9294 -4.2480
C -3.8838 -2.5862 0.8513
C -1.4142 -0.6235 -5.0416
H -3.2833 -0.7361 -3.9493
H 3.8179 2.0638 5.6208
C -2.4176 -0.9540 4.4328
C 2.6655 -3.6374 -0.6341
H 5.4637 -1.3620 -1.1809
H -5.5829 -0.1312 4.1655
Cl 0.7379 4.8876 -3.1562
N -0.8966 -4.3097 -1.8625
C 0.5539 1.8576 4.5531
H -4.2542 1.2467 -3.7316
C -5.7866 -3.0165 2.2204
Cl 1.5272 1.6422 -4.9241
Cl 1.4940 6.8587 -5.1350
C -0.4123 1.1458 -1.9989
H 3.1613 1.1042 -3.1777
H -5.2532 1.2345 -1.4674
H -4.4034 2.7695 0.1876
H -2.0641 -0.2126 -1.7834
H -0.9878 1.5787 -2.8172
C -4.5376 -1.5204 0.2713
C 0.8973 0.8425 6.6149
H 0.5005 0.2971 7.4584
C 0.3404 2.2533 -1.2586
H -1.8722 4.6184 -2.5499
N -3.0949 3.8620 -1.0983
C -2.5601 -2.6273 -4.4905
C -1.8202 -0.1375 3.4734
H 0.3068 0.4873 -2.4861
C -2.4612 -1.2562 -4.4183
H -6.3464 -3.5211 2.9940
Cl 3.0219 -0.8761 -4.6132
H 1.7662 -0.3904 3.0734
C -4.0064 2.0635 -3.0699
C 2.2267 1.1490 6.6337
H -4.7251 1.4769 2.6219
C 2.0066 5.9719 -3.6975
H -0.7540 -0.6052 -0.6777
H 0.3793 -0.8492 -6.0972
H 1.6892 -3.5602 -3.4082
C -4.5111 -0.0817 4.0419
N -3.7125 -0.9717 4.7190
H 1.8693 -4.2800 -0.2582
C 3.3773 -1.4430 4.2341
N 0.8543 1.7743 1.3089
N -6.4793 -2.0222 1.5289
H -2.8504 -2.8049 0.6265
H 2.8772 -1.2418 5.1814
H 2.7803 0.7578 7.4744
H -3.4392 -3.1349 -4.1220
H 1.5111 -1.9227 -0.8491
C 0.6455 1.9848 0.1560
C 1.1966 -2.9899 -2.6206
N -0.4716 -2.7181 -5.7237
H -0.2339 3.1574 -1.0566
C 0.0466 -3.7716 -2.1589
C -1.2860 0.2186 -1.1535
H 5.4808 2.7703 -1.8276
C 4.3602 2.1972 -0.0652
C 5.1779 -0.3883 -0.8113
C 2.7651 1.8422 5.5260
H 4.5483 -2.8227 5.2755
H 4.0715 3.1489 0.3559
H 5.9716 0.5376 -2.6094
C 1.3025 -2.3097 3.2113
C -0.4445 -1.3906 -5.6560
C -3.1204 3.0702 -3.3987
C 5.4442 0.6752 -1.6771
C 4.0160 -2.7914 4.3248
H -1.8283 0.8842 -0.4820
C 5.1213 1.9578 -1.2137
H 2.8115 -1.5980 2.1154
H 2.3640 2.7318 3.6130
C 1.9166 2.2374 4.4626
H -6.2749 -0.3502 0.2733
C -4.0129 0.7997 3.0697
C -4.0113 2.9121 -0.8085
H -0.7643 -0.1989 3.2551
H -2.6916 3.1285 -4.3882
H 3.8453 1.3804 -4.8441
H 2.9183 5.4217 -3.9301
H -4.2030 -0.8734 -0.5261
C -1.5759 -3.3316 -5.1615
H 3.3963 -4.3060 -1.0890
H 2.2939 6.6776 -2.9180
H -1.8487 -1.7570 4.8777
C -5.8467 -1.2730 0.6361
H -0.1940 2.1601 3.8351
C 4.0572 1.0414 0.6539
H -1.6373 -4.3982 -5.3200
*
```


Computed, not measured: C8H13NS2 as an isolated structure in a non-equilibrium geometry, with ωB97M-V/def2-TZVPD.

Output
**Total energy**: -1163.65879 hartree
**Frontier orbital gap**: 7.77 eV

The geometry in ORCA input format:
```
! RIJCOSX wB97M-V def2-TZVPD def2/J DEFGRID3
* xyz 0 1
C -2.3808 -1.2912 -0.0180
N -0.5633 -0.0490 0.0707
C -1.6017 0.8404 0.1453
H 0.4628 -2.8551 0.4335
C 0.7712 0.3049 0.1392
H 2.7066 1.7686 -0.0205
C -1.0386 -1.3244 -0.2360
H 0.8987 -1.5704 2.0148
C 3.2569 0.9968 -0.5941
S 1.6937 -0.4381 2.1704
H 3.9765 1.2634 -1.4157
H -3.1668 -1.9010 -0.2931
C -0.1079 -2.4176 -0.4138
C -1.2522 2.2034 0.0288
H -1.1798 2.5977 1.0578
H -0.6668 -3.2251 -0.8802
H -0.3585 2.3803 -0.4962
H 3.6924 0.2388 0.0653
H -2.0779 2.7280 -0.3849
C -2.7310 0.0612 0.0953
S 1.8237 0.0861 -1.2759
H 0.6494 -2.0922 -1.0660
H 0.8857 1.3055 0.4663
H -3.6924 0.3889 0.4069
*
```